This record from OMol25 describes a structure of composition C24H47AlF5O10. The level of theory is ωB97M-V with the def2-TZVPD basis set.

```
87
Properties=species:S:1:pos:R:3:mulliken_charge:R:1
C -6.816 1.486 -3.134 -0.784
C -5.562 2.566 -3.048 0.958
O -6.050 3.886 -2.528 -0.664
C -4.857 2.883 -4.497 -0.554
O -3.708 2.025 -4.828 -0.511
Al -2.288 2.425 -3.655 0.521
C -0.415 2.281 -4.482 -0.670
C 0.655 2.958 -3.420 -0.455
C 0.566 2.332 -1.894 -0.810
C 0.409 3.452 -0.708 0.698
F 0.905 4.805 -1.049 -0.297
F 1.276 2.972 0.432 -0.244
C -1.103 3.611 -0.096 0.532
F -1.948 2.397 -0.179 -0.216
F -0.926 3.887 1.379 -0.295
F -1.834 4.810 -0.625 -0.206
H -7.774 2.007 -2.704 0.253
H -6.912 1.130 -4.247 0.282
H -6.563 0.593 -2.385 0.036
H -4.832 2.157 -2.224 -0.157
H -5.225 4.470 -2.406 0.325
H -4.475 4.010 -4.463 0.166
H -5.678 2.827 -5.336 0.231
H -2.341 1.323 -2.478 -0.301
H -2.475 3.866 -3.024 -0.338
H -0.204 1.158 -4.730 0.204
H -0.317 2.883 -5.496 0.267
H 1.758 2.760 -3.833 0.270
H 0.494 4.115 -3.479 0.267
H 1.619 1.801 -1.709 0.280
H -0.227 1.443 -1.817 0.273
O 5.794 1.370 1.724 -0.587
C 4.952 1.345 2.617 0.803
O 4.991 0.385 3.569 -0.366
C 4.165 0.367 4.748 -0.511
C 2.813 -0.253 4.453 -0.713
C 3.809 2.319 2.619 -0.981
H 4.086 1.365 5.189 0.385
H 4.689 -0.253 5.484 0.326
H 2.259 0.322 3.707 0.168
H 2.208 -0.311 5.363 0.408
H 2.936 -1.262 4.046 0.180
H 3.035 1.968 1.933 0.232
H 4.181 3.291 2.279 0.363
H 3.373 2.489 3.602 0.305
O 0.254 -2.458 3.984 -0.563
C 0.493 -3.361 3.186 0.825
O 1.363 -3.164 2.169 -0.341
C 1.843 -4.200 1.291 -0.392
C 0.868 -4.442 0.155 -0.981
C -0.242 -4.668 3.268 -1.070
H 2.078 -5.112 1.849 0.343
H 2.792 -3.840 0.878 0.317
H -0.102 -4.785 0.522 0.284
H 1.261 -5.193 -0.537 0.353
H 0.687 -3.514 -0.397 0.314
H -1.220 -4.561 2.793 0.270
H -0.377 -4.925 4.323 0.304
H 0.290 -5.504 2.819 0.340
O -7.103 -1.043 -1.598 -0.618
C -7.020 -1.016 -0.373 0.930
O -6.585 0.096 0.261 -0.360
C -6.617 0.291 1.687 -0.423
C -5.398 -0.327 2.345 -0.905
C -7.310 -2.246 0.440 -1.201
H -7.557 -0.072 2.114 0.339
H -6.602 1.374 1.852 0.338
H -5.359 -1.408 2.190 0.254
H -5.400 -0.132 3.422 0.365
H -4.480 0.087 1.914 0.270
H -6.433 -2.897 0.433 0.265
H -8.155 -2.771 -0.016 0.325
H -7.601 -2.039 1.468 0.351
O 5.872 -3.095 -2.854 -0.590
C 6.664 -2.619 -2.045 0.745
O 6.598 -2.960 -0.738 -0.353
C 7.578 -2.599 0.254 -0.501
C 7.309 -1.212 0.802 -0.753
C 7.661 -1.580 -2.471 -0.913
H 8.594 -2.710 -0.138 0.348
H 7.481 -3.330 1.065 0.321
H 7.375 -0.449 0.022 0.228
H 8.025 -0.962 1.591 0.400
H 6.296 -1.153 1.214 0.183
H 7.171 -0.604 -2.506 0.248
H 8.026 -1.838 -3.470 0.306
H 8.541 -1.521 -1.833 0.322
```

The total energy is -2436.7249 Ha. As for the frontier orbital gap: 6.7 eV. For the HOMO energy, the calculation gives -0.17388 hartree. The multiplicity is 1. As for the total charge: -1.